1.
{
  "formula": "C19H12N3O4RuS5",
  "method": "ωB97M-V/def2-TZVPD",
  "symbols": ["Ru", "S", "S", "S", "S", "S", "O", "O", "O", "O", "N", "N", "N", "C", "C", "C", "C", "C", "C", "C", "C", "C", "C", "C", "C", "C", "C", "C", "C", "C", "C", "C", "H", "H", "H", "H", "H", "H", "H", "H", "H", "H", "H", "H"],
  "coordinates": [[-1.0440, -0.8432, -0.8263], [-7.7405, 1.5185, -2.2430], [-2.8983, -1.6463, -2.3187], [-5.6313, -0.5482, -2.5002], [-2.0648, 1.4422, -1.1361], [-4.9270, 2.0574, -1.4776], [4.6606, -4.6586, -4.9037], [3.6884, -6.1441, -3.6837], [-0.3487, -3.0583, -0.1935], [0.8675, -0.9683, -1.6739], [3.8606, -4.9961, -4.0511], [0.0141, -0.2113, 1.2981], [-2.3950, -1.4411, 1.1698], [-1.0681, -3.0592, 4.2242], [1.3720, -3.2986, -1.8452], [0.5686, -1.5676, 3.2671], [-3.6079, 0.9215, -1.5866], [1.5255, -1.9294, -2.2229], [3.2218, -2.6162, -3.8241], [3.0551, -3.9508, -3.4275], [-3.3033, -3.1966, 3.1350], [-0.3032, -1.1739, 2.2947], [2.4771, -1.6335, -3.2354], [-1.9895, -2.6819, 3.2160], [-4.1165, -2.8121, 2.1106], [0.1879, -2.5303, 4.2300], [-6.1929, 1.0406, -2.0856], [-3.6045, -1.9430, 1.1273], [-1.5944, -1.7668, 2.2244], [0.4511, -3.7432, -0.8221], [-3.9485, -0.3440, -2.0837], [2.1501, -4.2870, -2.4567], [-1.3751, -3.7738, 4.9772], [-3.6474, -3.8954, 3.8880], [2.0432, -5.3245, -2.1674], [1.5564, -1.1253, 3.3138], [3.9440, -2.3869, -4.5947], [1.0042, -0.0094, 1.2497], [-0.4997, 0.6537, 1.4326], [0.4973, -4.8232, -0.6012], [2.5883, -0.5973, -3.5235], [0.8985, -2.8253, 4.9902], [-4.2083, -1.6782, 0.2675], [-5.1273, -3.1832, 2.0195]],
  "mulliken_spin": [3.5701, 0.1191, 0.4079, -0.0045, 0.3905, -0.0026, 0.0012, 0.0020, 0.0441, 0.1035, -0.0003, 0.0724, 0.0741, 0.0050, 0.0057, 0.0134, 0.1254, 0.0082, -0.0002, 0.0084, 0.0031, -0.0300, 0.0126, -0.0079, -0.0061, -0.0016, -0.0082, -0.0097, -0.0174, -0.0149, 0.1275, -0.0008, 0.0003, 0.0003, 0.0000, -0.0006, 0.0000, -0.0068, -0.0049, 0.0032, -0.0011, 0.0000, 0.0193, 0.0003],
  "multiplicity": 6,
  "homo_energy_ev": [-7.5782, -8.2831],
  "total_charge": 0,
  "homo_lumo_gap_ev": [6.92, 6.08],
  "s_squared": 8.78,
  "lumo_ev": [-0.66, -2.21],
  "max_force_ev_per_a": 0.1,
  "e_tot_ev": -89313.4859
}

2.
{
  "formula": "C18H36N3O2",
  "method": "ωB97M-V/def2-TZVPD",
  "symbols": ["O", "O", "N", "N", "N", "C", "C", "C", "C", "C", "C", "C", "C", "C", "C", "C", "C", "C", "C", "C", "C", "C", "C", "H", "H", "H", "H", "H", "H", "H", "H", "H", "H", "H", "H", "H", "H", "H", "H", "H", "H", "H", "H", "H", "H", "H", "H", "H", "H", "H", "H", "H", "H", "H", "H", "H", "H", "H", "H"],
  "coordinates": [[-1.7514, -1.9335, -3.3097], [2.5214, 0.0344, 2.7374], [0.0905, -0.3269, -1.1451], [1.2671, 0.5193, 0.7799], [-1.1994, -3.0638, -5.1617], [1.8585, 0.3191, 1.8363], [-1.2888, 0.0478, 2.1125], [3.3446, -2.0641, -1.8517], [-0.8525, -0.9467, 1.0108], [-1.6411, -1.9535, -4.5376], [1.3291, -0.4729, -1.9968], [-1.4839, 1.4970, 1.6316], [1.4781, -1.7591, 0.0056], [-1.4403, 3.2226, 3.5590], [0.4813, -0.5984, 0.2840], [-0.9407, 2.4028, 4.7703], [-1.0073, -3.2801, -6.5875], [-2.3262, 2.3608, 2.6306], [0.1076, 3.1838, 5.6250], [3.7256, -1.4043, -3.1997], [-0.4296, 3.4718, 7.0599], [2.4112, -1.0996, -1.0559], [-1.9923, -0.7614, -5.3899], [3.1161, -0.3469, -0.6945], [2.8855, -3.0510, -1.9667], [-1.2689, -2.3989, -7.1621], [1.6104, 0.4216, -2.5438], [-0.9727, 4.4185, 7.0400], [-0.6983, -1.9231, 1.4866], [-0.5759, -0.0426, 2.9396], [-0.4139, 1.5140, 4.3966], [-1.6944, -1.0661, 0.3194], [-2.7942, -1.0132, -6.0837], [-1.6306, -4.1138, -6.9104], [-0.5209, 2.0154, 1.5508], [-0.9871, -3.8226, -4.5320], [-1.7767, 2.0403, 5.3758], [1.0937, -1.3063, -2.6679], [2.9815, -1.6305, -3.9683], [1.9251, -2.2347, 0.8804], [-2.0359, 4.0657, 3.9328], [-0.4665, -1.1273, -1.4693], [4.2605, -2.1478, -1.2588], [-1.9130, 1.5330, 0.6185], [-2.2601, -0.2919, 2.4921], [0.4211, 3.5292, 7.7455], [4.7151, -1.7302, -3.5277], [-0.5268, 0.4730, -1.2911], [-1.1186, -0.4210, -5.9469], [3.7846, -0.3138, -3.0970], [-2.3322, 0.0461, -4.7480], [-2.9724, 3.0038, 2.0275], [-2.8938, 1.6652, 3.2577], [0.0371, -3.5308, -6.7747], [0.9986, 2.5544, 5.7200], [-1.0542, 2.6389, 7.3908], [-0.5673, 3.6404, 3.0453], [1.0134, -2.5969, -0.5408], [0.3666, 4.1326, 5.1477]],
  "nbo_charge": [-0.7114, -0.4326, -0.5377, -0.6123, -0.5931, 0.9058, -0.4026, -0.3979, -0.4322, 0.6893, -0.2403, -0.4150, -0.4398, -0.3933, 0.3136, -0.3945, -0.4160, -0.3932, -0.3969, -0.6174, -0.6043, -0.2146, -0.7235, 0.2315, 0.2056, 0.2178, 0.2484, 0.2087, 0.2368, 0.2087, 0.1794, 0.2237, 0.2455, 0.2141, 0.2118, 0.4042, 0.2033, 0.2223, 0.2053, 0.2574, 0.2115, 0.4693, 0.2240, 0.1867, 0.2289, 0.2128, 0.2370, 0.4509, 0.2336, 0.2029, 0.2413, 0.2160, 0.2012, 0.2069, 0.1981, 0.2010, 0.1941, 0.2195, 0.2001],
  "homo_energy_ev": -12.6310,
  "total_charge": 1,
  "homo_lumo_gap_ev": 10.32,
  "lumo_ev": -2.31,
  "max_force_ev_per_a": 1.4,
  "e_tot_ev": -27809.4558
}

3.
{
  "formula": "C6H10O2",
  "method": "ωB97M-V/def2-TZVPD",
  "symbols": ["O", "O", "C", "C", "C", "C", "C", "C", "H", "H", "H", "H", "H", "H", "H", "H", "H", "H"],
  "coordinates": [[0.1421, -1.7666, -2.7099], [1.3734, -0.3788, -3.6821], [-0.1081, 0.5724, 1.0129], [-1.6531, 0.8036, 2.8500], [0.6946, -0.6830, -2.5645], [0.8518, 0.1825, -1.3611], [0.3362, -0.4927, 0.0107], [-0.7245, -0.0048, 2.3129], [-0.4302, -0.9228, 2.7624], [0.2709, 1.0713, -1.3520], [-0.6088, -1.1986, -0.1604], [-0.8342, 1.1831, 0.4758], [1.0859, -1.1972, 0.4989], [0.8036, 1.1883, 1.2520], [1.8175, 0.6643, -1.2247], [-2.0515, 1.6969, 2.2609], [-2.1789, 0.4950, 3.8818], [1.2134, -1.2129, -4.2638]],
  "nbo_charge": [-0.6181, -0.6846, -0.4396, -0.3907, 0.7874, -0.5362, -0.3765, -0.1977, 0.2122, 0.2448, 0.2251, 0.2029, 0.2076, 0.2036, 0.2481, 0.2010, 0.2040, 0.5064],
  "homo_energy_ev": -9.8365,
  "total_charge": 0,
  "smiles": "C=CCCCC(=O)O",
  "homo_lumo_gap_ev": 10.70,
  "lumo_ev": 0.86,
  "max_force_ev_per_a": 3.4,
  "e_tot_ev": -10477.5852
}

4.
{
  "formula": "C44H35AuN4O2Te",
  "method": "ωB97M-V/def2-TZVPD",
  "symbols": ["Au", "Te", "O", "O", "N", "N", "N", "N", "C", "C", "C", "C", "C", "C", "C", "C", "C", "C", "C", "C", "C", "C", "C", "C", "C", "C", "C", "C", "C", "C", "C", "C", "C", "C", "C", "C", "C", "C", "C", "C", "C", "C", "C", "C", "C", "C", "C", "C", "C", "C", "C", "C", "H", "H", "H", "H", "H", "H", "H", "H", "H", "H", "H", "H", "H", "H", "H", "H", "H", "H", "H", "H", "H", "H", "H", "H", "H", "H", "H", "H", "H", "H", "H", "H", "H", "H", "H"],
  "coordinates": [[-1.7074, -1.7171, 0.0029], [1.4563, -1.5300, -4.2339], [-0.8280, 0.5100, 0.7024], [-1.9715, 3.0510, -0.2621], [-3.6695, -1.5185, -1.2799], [-3.3488, -1.6573, 1.4004], [-0.9049, -2.6015, 2.0612], [-0.1457, -1.3610, -1.4040], [0.2262, 2.5457, 0.2400], [0.6739, -3.4833, 3.6188], [-1.1371, 6.5992, 3.1776], [-3.1642, -1.9955, 2.6786], [-4.6615, -1.0284, -0.5183], [-0.1645, 5.6198, 3.3269], [-1.0327, 3.3566, 0.4389], [-0.1117, 4.5636, 2.4320], [0.1155, 1.0958, 0.1744], [2.4567, 0.9592, -0.6116], [2.5727, 2.3323, -0.4042], [-4.2005, -1.8711, 3.5918], [5.5761, -1.0986, -2.9274], [-1.0396, 4.4809, 1.3953], [-0.6955, -0.3387, -2.3256], [0.3079, -3.0716, 2.3491], [2.8987, -1.8887, 0.6007], [0.9597, -1.0518, -0.7147], [5.8980, 0.2270, -3.1750], [-5.7817, -0.4362, -1.0783], [3.3437, -0.7276, -3.7614], [3.6702, 0.5989, -4.0211], [-5.9119, -0.3988, -2.4566], [1.2455, 0.3244, -0.4007], [-5.4274, -1.4040, 3.1567], [-2.0663, 6.5198, 2.1453], [1.8788, -2.1174, -0.3300], [1.7223, -3.3908, -0.8904], [3.8586, 3.0231, -0.6680], [0.3120, 0.0892, -3.3893], [-2.0235, 5.4596, 1.2597], [2.5553, -4.4225, -0.4996], [3.7431, -2.9194, 0.9714], [-0.2609, -3.4084, 4.6328], [1.4298, 3.1060, 0.0008], [-1.5253, -2.9230, 4.3373], [-4.9328, -0.9893, -3.2360], [4.9456, 1.0706, -3.7287], [-4.5343, -1.2315, 0.9539], [4.3029, -1.5773, -3.2189], [-1.8178, -2.5242, 3.0436], [-5.6056, -1.0918, 1.8202], [-3.8287, -1.5309, -2.6044], [3.5683, -4.1866, 0.4264], [4.0651, -2.6156, -3.0195], [3.8022, 4.0888, -0.4599], [-6.5702, -0.7704, 1.4601], [2.9566, 1.2600, -4.5000], [3.2986, 0.3999, -1.0056], [3.0078, -0.9169, 1.0664], [-1.1720, 7.4302, 3.8691], [4.5306, -2.7408, 1.6909], [-6.5480, -0.0059, -0.4522], [4.1497, 2.8805, -1.7088], [-0.0222, -3.7270, 5.6379], [-3.0609, -2.0283, -3.1815], [-6.2495, -1.3069, 3.8521], [-4.0662, -2.1393, 4.6272], [5.2075, 2.0937, -3.9693], [-2.2674, -2.8647, 5.1174], [-2.8205, 7.2862, 2.0360], [1.6716, -3.8606, 3.7910], [0.9512, -3.5497, -1.6286], [1.0416, 0.7939, -2.9935], [0.5481, 5.6804, 4.1374], [1.0072, -3.1443, 1.5297], [6.8923, 0.5947, -2.9602], [1.5377, 4.1812, 0.0873], [4.2268, -4.9931, 0.7198], [-1.5334, -0.8074, -2.8221], [-2.7390, 5.3765, 0.4525], [-0.2266, 0.5823, -4.1943], [-1.0942, 0.5469, -1.8138], [0.6397, 3.7931, 2.5592], [-6.7778, 0.0632, -2.9103], [-5.0105, -1.0318, -4.3125], [4.6544, 2.5866, -0.0598], [6.3188, -1.7677, -2.5129], [2.4321, -5.4074, -0.9280]],
  "lowdin_charge": [1.1178, 1.3499, 0.0593, 0.1254, 0.0412, 0.0388, 0.0567, -0.0645, -0.0380, -0.0116, -0.0505, -0.1699, -0.1923, -0.0582, -0.2979, -0.0314, -0.2786, 0.0254, -0.1619, 0.0274, -0.0734, -0.1605, -0.3123, -0.0824, -0.0340, -0.2291, -0.0756, 0.0173, -0.5770, -0.1498, -0.0072, -0.0500, 0.0062, -0.0492, -0.2122, -0.0505, -0.0037, -0.4550, -0.0033, -0.0442, -0.0537, -0.0121, 0.0659, 0.0154, -0.0128, -0.0954, -0.1733, -0.1572, -0.1925, 0.0278, -0.1128, -0.0422, 0.0898, 0.0930, 0.1197, 0.1045, 0.1340, 0.1219, 0.1151, 0.1171, 0.1183, 0.0840, 0.1272, 0.1192, 0.1312, 0.1166, 0.1109, 0.1137, 0.1145, 0.1207, 0.0919, 0.0371, 0.1117, 0.0777, 0.1114, 0.1433, 0.1179, 0.0608, 0.1234, 0.0560, 0.1127, 0.1142, 0.1286, 0.1242, 0.1101, 0.1107, 0.1187],
  "homo_energy_ev": -12.0344,
  "total_charge": 2,
  "homo_lumo_gap_ev": 3.68,
  "lumo_ev": -8.35,
  "max_force_ev_per_a": 0.6,
  "e_tot_ev": -67220.8814
}